{"formula": "C4H6O2", "method": "ωB97M-V/def2-TZVPD", "symbols": ["O", "C", "C", "C", "O", "C", "H", "H", "H", "H", "H", "H"], "xyz": [[1.5273, -1.1759, 0.8549], [0.6594, -1.3086, -0.1643], [-1.0497, -0.3533, 0.2360], [-1.1909, 1.1092, 0.1821], [-1.9314, 2.0043, 0.4989], [0.1305, 0.8903, -0.4037], [2.3127, -0.6455, 0.6373], [1.1029, -0.9825, -1.1204], [-1.0330, -0.7643, 1.2439], [-1.6611, -0.9278, -0.4553], [0.2127, 0.9865, -1.4851], [1.0071, 1.1947, 0.1677]], "forces_ev_per_angstrom": [[0.1849, 0.0908, 0.0475], [0.0999, 0.0424, -0.2051], [-0.4209, -0.1203, 0.1378], [-0.0693, 0.1665, 0.0257], [0.3634, -0.4351, -0.1315], [0.1219, 0.2931, -0.0949], [-0.1046, -0.0831, 0.0358], [-0.0807, -0.0328, 0.1237], [-0.0082, 0.0643, -0.1381], [0.1044, 0.1255, 0.0912], [-0.0577, -0.0542, 0.1656], [-0.1329, -0.0572, -0.0576]], "nbo_charge": [-0.693, 0.052, -0.469, 0.523, -0.493, -0.491, 0.456, 0.110, 0.268, 0.264, 0.245, 0.228], "orbital_gap_ev": 8.4}

{"formula": "C4H6O2", "method": "ωB97M-V/def2-TZVPD", "symbols": ["O", "C", "C", "C", "O", "C", "H", "H", "H", "H", "H", "H"], "xyz": [[0.5248, -1.6079, -0.9878], [0.2497, -0.7912, -0.0181], [-1.0667, -0.5880, 0.4359], [-0.9327, 0.8364, -0.1836], [0.3421, 1.4159, 0.2789], [1.2335, 0.3171, 0.2931], [-0.3060, -2.1261, -1.0957], [-1.7648, 1.3903, 0.2381], [-1.0387, -0.3372, 1.5102], [-0.9515, 0.9052, -1.2826], [1.6931, 0.1718, 1.2799], [2.0171, 0.4137, -0.4685]], "forces_ev_per_angstrom": [[0.0099, -0.0624, 0.2345], [0.1000, -0.3189, -0.1656], [0.1964, -0.1745, 0.0324], [-0.5475, 0.3977, -0.0099], [0.0715, 0.1005, 0.0576], [0.1282, -0.1049, 0.0289], [0.1567, 0.0732, -0.0094], [0.1236, 0.3576, -0.1167], [-0.0463, -0.1091, -0.2263], [-0.0392, -0.1673, 0.2905], [-0.0240, 0.0232, -0.1715], [-0.1294, -0.0150, 0.0556]], "nbo_charge": [-0.593, 0.606, -0.730, -0.101, -0.537, -0.180, 0.516, 0.225, 0.212, 0.177, 0.209, 0.198], "orbital_gap_ev": 8.1}

{"formula": "C4H6O2", "method": "ωB97M-V/def2-TZVPD", "symbols": ["C", "C", "C", "O", "C", "O", "H", "H", "H", "H", "H", "H"], "xyz": [[0.5854, -0.4493, -1.2507], [0.0953, 0.2764, 0.1959], [0.2858, -0.4130, 1.4920], [0.7662, 0.9023, 1.3590], [-1.1762, 0.9567, -0.1262], [-1.6436, 0.7586, -1.2233], [1.0233, 0.2930, -1.9276], [1.3211, -1.1596, -0.9053], [-0.1284, -1.0464, -1.9129], [-0.5382, -0.5789, 2.1774], [1.0758, -1.1668, 1.5257], [-1.6667, 1.6271, 0.5960]], "forces_ev_per_angstrom": [[0.6104, 0.5369, 1.3608], [-0.5093, -1.4311, -1.2361], [-0.2121, -0.1568, -0.1919], [0.5065, -0.3593, -1.7174], [-0.4942, -0.3296, -0.7138], [-0.6665, 0.6671, 0.3945], [0.0797, -0.1189, 0.3636], [0.6365, -0.0988, -0.2561], [0.1993, 1.1317, 1.7682], [-0.0448, 0.1530, 0.0743], [-0.2405, 0.0345, -0.0430], [0.1351, -0.0286, 0.1969]], "nbo_charge": [-0.622, 0.108, -0.088, -0.460, 0.392, -0.510, 0.223, 0.199, 0.254, 0.182, 0.187, 0.135], "orbital_gap_ev": 10.9, "smiles": "C[C@@]1(C=O)CO1"}

{"formula": "C4H6O2S", "method": "ωB97M-V/def2-TZVPD", "symbols": ["C", "C", "C", "C", "H", "H", "H", "H", "H", "H", "O", "O", "S"], "xyz": [[1.4795, -0.4791, 0.9900], [-0.3532, 0.2028, -0.9708], [-0.5987, 1.5045, -0.3124], [-1.2988, -0.8960, -0.4245], [2.3785, -1.0553, 1.2569], [1.5468, 0.4930, 1.5046], [0.7032, -1.1110, 1.4671], [-0.5676, 0.2688, -2.0607], [-1.6520, 1.8164, -0.2357], [-1.1683, -1.8179, -1.0274], [0.2449, 2.2500, 0.1165], [-2.0381, -0.7330, 0.5019], [1.3237, -0.4431, -0.8055]], "forces_ev_per_angstrom": [[0.0195, -0.8023, 1.1883], [-0.2538, -1.2737, -0.1450], [-0.1085, 1.5232, 0.3564], [0.5263, 0.8581, -0.8892], [0.0334, 0.3567, -0.5145], [-0.1675, -0.2974, -0.5892], [-0.0049, 0.6021, -0.3830], [0.2018, 0.0934, 0.5137], [-0.1950, -0.2178, -0.0899], [-0.3408, -0.2110, 0.4556], [0.0187, -0.3860, -0.0977], [0.0257, -0.3699, 0.0739], [0.2451, 0.1245, 0.1205]], "nbo_charge": [-0.780, -0.583, 0.427, 0.446, 0.241, 0.242, 0.222, 0.273, 0.130, 0.126, -0.496, -0.509, 0.261], "orbital_gap_ev": 9.8, "smiles": "CSC(C=O)C=O"}

{"formula": "C4H6O2S", "method": "ωB97M-V/def2-TZVPD", "symbols": ["C", "C", "C", "C", "H", "H", "H", "H", "H", "H", "O", "O", "S"], "xyz": [[0.2409, 0.7506, 0.4596], [1.1285, -0.1025, -0.6393], [0.5728, -1.4227, 0.0253], [-0.7683, -0.5783, 0.4457], [0.0367, 2.9767, -0.0885], [0.7808, 1.0491, 1.3039], [2.1453, -0.0327, -0.4436], [1.0313, 0.1667, -1.6680], [-1.2782, -1.1165, 1.3796], [-2.5210, -0.4403, -0.0718], [1.0374, -2.4703, 0.3655], [-1.6700, -0.6647, -0.6073], [-0.7362, 1.8850, -0.4610]], "forces_ev_per_angstrom": [[-1.8446, -3.8758, -4.6001], [-0.3276, -0.5748, 2.8492], [-1.5373, 2.0213, -0.5356], [2.5352, -3.7936, 3.0562], [-0.7844, -0.6290, -0.4714], [0.3107, 0.3037, 1.3446], [2.2165, 0.1476, 0.4269], [-0.9297, -0.1211, -0.5552], [1.2095, 1.8596, -1.2872], [1.6739, -0.5238, -2.2637], [-0.2649, 0.7602, -0.3332], [-2.5703, 1.4683, 1.8485], [0.3132, 2.9573, 0.5212]], "nbo_charge": [-0.392, -0.532, 0.603, -0.003, 0.124, 0.240, 0.218, 0.253, 0.185, 0.491, -0.502, -0.689, 0.004], "orbital_gap_ev": 9.3, "smiles": "O=C1C[C@@H](S)[C@H]1O"}

{"formula": "C4H6O2S", "method": "ωB97M-V/def2-TZVPD", "symbols": ["C", "C", "C", "C", "O", "O", "S", "H", "H", "H", "H", "H", "H"], "xyz": [[-0.1101, 0.8309, -1.1696], [-0.7086, -0.4590, -0.6726], [0.5486, -0.1636, -0.3028], [1.8750, -0.4187, 0.2241], [-1.1913, -0.0930, 2.3029], [-3.1163, -0.1916, 0.9133], [-1.9060, 0.4460, 1.1948], [-0.4768, 1.6430, -0.5663], [0.1760, 1.1393, -2.1558], [-1.5922, -1.2280, -0.8304], [1.9208, -0.0822, 1.2529], [2.5285, 0.1414, -0.3963], [2.0524, -1.5645, 0.2058]], "forces_ev_per_angstrom": [[-0.7236, 0.7471, 1.3549], [0.4604, -1.9525, -0.4564], [-2.3916, -1.0098, -1.7153], [-0.6330, -2.7362, 0.4745], [0.7578, -0.0248, 0.8067], [-2.8504, -1.1197, -0.8579], [1.5721, 1.4075, 0.8724], [-0.2278, 1.1148, -0.2702], [0.2618, -0.4688, -0.6023], [2.3976, 1.7202, 0.3479], [0.1908, 0.1255, 0.2832], [1.0717, 0.2266, -0.3094], [0.1142, 1.9701, 0.0719]], "nbo_charge": [-0.444, -0.334, 0.141, -0.669, -0.893, -0.889, 1.704, 0.159, 0.202, 0.287, 0.259, 0.237, 0.239], "orbital_gap_ev": 8.9}

{"formula": "C4H6O2S2", "method": "ωB97M-V/def2-TZVPD", "symbols": ["C", "C", "C", "C", "O", "O", "S", "S", "H", "H", "H", "H", "H", "H"], "xyz": [[4.0794, 0.4164, -0.3676], [2.9011, 0.1823, -0.2139], [0.1414, 0.7705, 0.8598], [-2.7640, -0.8005, -0.3629], [-0.9744, 0.3788, 1.4542], [0.2514, -0.4766, -1.6347], [-1.6852, -1.1375, 1.1275], [0.7245, -0.6835, -0.3211], [4.9271, 1.0563, -0.1653], [1.1506, 0.9021, 1.3691], [0.0053, 1.5909, 0.1095], [-3.3987, 0.1470, -0.1520], [-3.2164, -1.8648, -0.5132], [-2.1420, -0.4814, -1.1894]], "forces_ev_per_angstrom": [[0.9264, 1.1950, 0.6032], [-0.2518, -0.3313, -0.0978], [3.0212, -0.5525, -3.1839], [-0.0588, 0.2915, 1.2924], [-2.1482, -0.9154, 1.5054], [-1.6977, 0.5919, -4.8394], [-0.5523, 1.0501, -0.3878], [1.3656, 0.4444, 4.9356], [0.0426, -0.6494, -0.4693], [-1.5083, -0.1835, 0.3051], [0.0078, -0.4678, 0.6208], [0.3220, -2.2146, -0.0741], [0.2502, 2.2900, 0.0979], [0.2813, -0.5485, -0.3083]], "nbo_charge": [-0.400, -0.282, -0.167, -0.774, -0.660, -0.806, 0.560, 1.120, 0.231, 0.234, 0.203, 0.245, 0.253, 0.241], "spin_multiplicity": 3, "orbital_gap_ev": [6.7, 6.3], "s_squared": 2.02}

{"formula": "C4H6O3S", "method": "ωB97M-V/def2-TZVPD", "symbols": ["C", "C", "C", "C", "O", "O", "O", "S", "H", "H", "H", "H", "H", "H"], "xyz": [[0.3221, -0.3213, -0.2308], [1.0568, 0.3648, 1.0039], [-1.2183, 0.5771, 1.2125], [0.7975, -1.7156, -0.3074], [-1.0073, -0.3988, 0.3029], [0.1214, 0.7126, 1.7671], [-0.0857, 2.0303, -1.6677], [0.5157, 0.4625, -1.8410], [-1.6632, 1.5493, 0.7439], [-1.8709, 0.4041, 2.0518], [0.0070, -2.3873, -0.8415], [0.7816, -2.0233, 0.8408], [1.8130, -1.7768, -0.7042], [0.4303, 2.5224, -2.3304]], "forces_ev_per_angstrom": [[-0.4101, 1.9356, 1.5236], [0.9999, -0.7028, -1.6752], [-0.6962, 1.9161, -0.9968], [-0.9598, -2.4157, 1.5159], [-1.6052, -0.9340, -1.2215], [-0.3081, 2.0076, 1.4194], [0.2904, -0.3044, -0.1103], [-0.2116, -0.3666, -0.0403], [1.5183, -1.1571, 0.6313], [-0.2118, -1.1068, 0.1349], [1.6650, 1.2140, 0.7634], [0.3381, 0.1362, -2.4590], [-0.2411, -0.2816, 0.0189], [-0.1679, 0.0594, 0.4957]], "nbo_charge": [-0.095, 0.295, 0.203, -0.638, -0.531, -0.464, -0.843, 0.510, 0.165, 0.183, 0.245, 0.238, 0.242, 0.489], "orbital_gap_ev": 8.9}

{"formula": "C4H6O3Y", "method": "ωB97M-V/def2-TZVPD", "symbols": ["O", "C", "O", "C", "H", "C", "H", "H", "H", "Y", "O", "C", "H", "H"], "xyz": [[1.7082, 0.7741, -0.7175], [0.5191, 1.4441, -0.6557], [0.6118, 2.6703, -0.5808], [1.5813, -0.6756, -0.9764], [2.1714, -0.8453, -1.8951], [2.2688, -1.4150, 0.1594], [3.2732, -1.0151, 0.4010], [1.6842, -1.3903, 1.0946], [2.3903, -2.4767, -0.1111], [-0.8421, -0.5671, -1.2508], [-1.2255, -0.0536, 1.0957], [-2.3155, 0.3131, 1.5532], [-2.9482, 1.0111, 0.9714], [-2.4652, 0.2793, 2.6470]], "forces_ev_per_angstrom": [[0.0690, -0.7736, -0.0593], [0.1327, 1.6842, -0.8047], [-0.7837, -1.8369, 0.2252], [-0.1582, 0.2973, -0.1411], [-0.2430, 0.0381, 0.1551], [-0.0796, -0.3970, 0.3546], [-0.4227, -0.0425, -0.2518], [0.1495, 0.0581, -0.2516], [-0.0155, 0.2611, 0.0632], [1.6693, 1.0215, 1.1720], [-1.4115, -0.8427, -0.6671], [1.6322, 1.6361, 0.6001], [-0.2832, -0.7236, -0.0233], [-0.2552, -0.3801, -0.3714]], "nbo_charge": [-0.558, 0.277, -0.649, -0.457, 0.171, -0.644, 0.213, 0.194, 0.202, 1.347, -0.626, 0.241, 0.138, 0.150], "spin_multiplicity": 2, "orbital_gap_ev": [4.5, 6.2], "s_squared": 0.76}

{"formula": "C4H6O4", "method": "ωB97M-V/def2-TZVPD", "symbols": ["C", "C", "C", "C", "H", "H", "H", "H", "H", "H", "O", "O", "O", "O"], "xyz": [[-2.3608, -0.0986, -0.5558], [-0.9906, 0.1894, 0.0767], [1.2193, -0.7621, 0.5810], [2.2477, 0.1523, -0.1174], [-3.0677, 0.8264, -0.4011], [-2.6703, -1.0501, 0.0224], [-2.0728, -0.6028, -1.5865], [0.8287, -0.1974, 1.7149], [1.5139, -1.6442, 0.6673], [0.8327, 1.6158, -0.1616], [-0.5556, 1.3229, 0.5615], [-0.0975, -0.8226, -0.0625], [1.8554, 1.3495, -0.3681], [3.3177, -0.2783, -0.3709]], "forces_ev_per_angstrom": [[0.9764, -1.3852, 0.8533], [3.1619, 3.4609, 0.5561], [-4.9889, 10.2559, 2.6408], [-2.2672, -1.2636, 0.9611], [1.4164, -2.1595, -0.8683], [-0.1866, 1.6578, -0.7127], [-1.0694, 1.7669, 1.6621], [2.0040, -1.8413, -3.0941], [2.5250, -7.6303, 0.8231], [2.5874, -1.4466, 0.2083], [-2.7246, -4.1122, -1.7297], [-1.1601, 0.3836, -0.3508], [-2.1912, 2.8858, -0.6133], [1.9168, -0.5722, -0.3360]], "nbo_charge": [-0.740, 0.824, -0.119, 0.756, 0.276, 0.258, 0.279, 0.198, 0.180, 0.531, -0.676, -0.509, -0.692, -0.567], "orbital_gap_ev": 10.5, "smiles": "CC(=O)OCC(=O)O"}

Total energy
In order: -8333.870, -8335.964, -8337.444, -19174.359, -19172.430, -19171.660, -30000.971, -21218.542, -11425.237, -12433.314
Unit: eV
Strongest force on any atom
In order: 0.582, 0.677, 2.109, 1.568, 6.292, 3.180, 5.163, 3.009, 2.388, 11.707
Unit: eV Å⁻¹